A gas-phase ion, C5H10NO2 (charge -1) in a non-equilibrium geometry. Source: OMol25; level of theory: wB97M-V/def2-TZVPD.

Last column: Mulliken charge in e.
Atoms and positions in Å:
H  -1.01  -1.86  -0.85  0.170
C  -1.30  -0.96  -1.35  -0.031
H  -1.91  1.06  0.01  0.278
C  -0.97  1.60  0.18  -1.057
O  -1.60  -1.16  -2.61  -0.857
H  1.07  -0.69  -1.32  0.277
H  1.94  -1.31  2.38  0.229
N  0.27  0.77  0.00  0.020
H  -0.08  0.67  -1.99  0.414
C  0.18  -0.01  -1.23  -0.852
O  0.17  0.45  2.40  -0.640
H  -0.84  2.04  1.26  0.305
H  -2.20  -0.49  -0.67  0.022
H  -0.65  2.43  -0.38  0.422
C  1.88  -0.83  1.28  -0.897
H  2.86  -0.34  1.11  0.233
H  1.57  -1.55  0.49  0.291
C  0.62  0.15  1.28  0.673

Summary:
maximum force = 4.45 eV/Å
lowest unoccupied orbital energy = 3.77 eV
charge = -1
HOMO energy = -2.584 eV
SMILES string = CC(=O)N(C)CC[O-]
energy above the lowest of the compared OMol25 structures with the same formula, charge and spin = 392.2 kJ/mol
E_tot = -401.6774 Eh



A gas-phase ion, C5H10NO2 (charge -1) in a non-equilibrium geometry. Source: OMol25; level of theory: wB97M-V/def2-TZVPD.

Last column: Mulliken charge in e.
Atoms and positions in Å:
H  2.23  -1.00  -0.92  0.410
H  -1.29  -0.34  1.71  0.315
H  -0.15  -1.38  -0.40  0.167
O  -3.18  1.15  -1.29  -0.785
H  0.36  -0.16  2.30  0.342
H  0.49  1.42  0.20  0.282
H  -0.32  -1.67  1.96  0.418
C  0.37  -0.64  0.11  0.844
N  -0.93  1.06  -1.46  -0.280
C  0.27  0.74  -0.67  -0.673
C  -2.11  1.61  -0.85  0.590
H  1.27  0.65  -1.25  0.236
O  -1.88  2.44  0.02  -0.729
H  2.07  -2.08  0.46  0.385
H  -1.20  0.39  -2.11  0.237
H  2.40  -0.39  0.64  0.362
C  -0.22  -0.68  1.52  -1.469
C  1.83  -1.11  0.05  -1.652

Summary:
maximum force = 3.02 eV/Å
lowest unoccupied orbital energy = 3.58 eV
charge = -1
HOMO energy = -3.898 eV
SMILES string = CC(C)CNC(=O)[O-]
energy above the lowest of the compared OMol25 structures with the same formula, charge and spin = 88.9 kJ/mol
E_tot = -401.7930 Eh



A molecular structure, C5H10NO2 in a non-equilibrium geometry. Source: OMol25; level of theory: wB97M-V/def2-TZVPD.

Last column: Löwdin spin population.
Atoms and positions in Å:
H  1.86  -0.26  -1.79  0.001
C  0.92  0.73  -0.09  0.019
C  -0.24  0.36  0.82  0.188
O  0.61  0.41  -3.74  0.001
O  -1.33  1.18  0.91  0.196
H  0.75  1.82  -0.33  0.001
N  0.08  -1.00  1.46  0.404
H  0.38  -1.00  -1.20  0.004
H  -0.64  -1.30  3.45  0.018
H  -1.90  -0.64  2.30  -0.001
H  0.02  1.78  -2.25  0.000
H  1.80  0.45  0.55  0.004
H  -0.97  0.34  -2.55  0.001
H  0.19  0.24  1.87  0.086
C  0.78  -0.03  -1.37  0.012
C  0.12  0.74  -2.54  0.000
C  -1.03  -1.36  2.34  0.046
H  -1.41  -2.46  2.18  0.018

Summary:
maximum force = 4.20 eV/Å
lowest unoccupied orbital energy (spin up / spin down) = 6.81 / 6.69 eV
charge = -2
multiplicity = 2
HOMO energy (spin up / spin down) = 2.208 / 1.153 eV
energy above the lowest of the compared OMol25 structures with the same formula, charge and spin = 572.5 kJ/mol
E_tot = -401.4654 Eh



2 unconnected molecules or ions with the total composition C5H10NO2. Source: OMol25; level of theory: wB97M-V/def2-TZVPD.

Last column: Löwdin spin population.
Atoms and positions in Å:
N  0.68  2.40  -0.41  0.014
O  -1.56  -0.69  -0.09  0.811
H  -1.17  1.71  -0.95  0.000
C  -0.32  2.37  -1.17  0.003
C  -1.48  -2.99  -0.57  0.046
H  -0.25  0.99  0.83  0.006
C  1.91  0.81  0.98  0.001
H  1.75  0.03  1.73  0.000
H  2.09  0.29  0.04  0.000
H  2.77  1.44  1.18  0.000
H  -1.61  -3.63  0.30  0.002
O  0.40  -1.69  0.12  0.038
C  0.65  1.65  0.83  0.016
H  -0.86  -3.50  -1.30  0.007
C  -0.77  -1.72  -0.15  0.050
H  -0.33  2.98  -2.06  0.001
H  -2.49  -2.82  -0.96  0.003
H  0.57  2.37  1.64  0.001

Summary:
maximum force = 1.00 eV/Å
lowest unoccupied orbital energy (spin up / spin down) = 0.76 / -3.24 eV
multiplicity = 2
HOMO energy (spin up / spin down) = -9.420 / -9.356 eV
energy above the lowest of the compared OMol25 structures with the same formula, charge and spin = 118.4 kJ/mol
E_tot = -401.6503 Eh